# 1
{
  "formula": "C2H12O4",
  "method": "ωB97M-V with the def2-TZVPD basis set",
  "elements": ["O", "O", "O", "O", "C", "C", "H", "H", "H", "H", "H", "H", "H", "H", "H", "H", "H", "H"],
  "coordinates": [[-0.83, 0.23, -0.71], [0.15, -0.79, 1.61], [1.85, -2.90, 0.79], [0.79, -1.64, -1.66], [-1.58, 2.41, 0.18], [-0.51, 1.63, -0.58], [0.40, -0.63, 2.53], [0.32, -0.84, -1.37], [1.80, -2.45, -0.08], [2.80, -2.91, 0.95], [0.49, 1.70, -0.14], [-0.44, 1.99, -1.61], [-2.51, 1.85, 0.14], [0.73, -1.52, 1.32], [-1.33, 2.55, 1.22], [-1.74, 3.38, -0.32], [-0.71, -0.15, 0.18], [0.30, -1.89, -2.45]],
  "total_charge": 0,
  "gap_ev": 11.13,
  "spin_multiplicity": 1,
  "energy_ev": -10458.945,
  "smiles": "CCO.O.O.O"
}

# 2
{
  "formula": "CBrFO",
  "method": "ωB97M-V with the def2-TZVPD basis set",
  "elements": ["Br", "F", "O", "C"],
  "coordinates": [[1.18, -1.00, -0.57], [-1.32, -0.12, -0.41], [0.17, 1.02, 0.89], [-0.03, 0.10, 0.09]],
  "total_charge": 0,
  "gap_ev": 11.94,
  "spin_multiplicity": 1,
  "energy_ev": -75843.926,
  "smiles": "O=C(F)Br"
}

# 3
{
  "formula": "C6H11N4S",
  "method": "ωB97M-V with the def2-TZVPD basis set",
  "elements": ["S", "N", "N", "N", "N", "C", "C", "C", "C", "C", "C", "H", "H", "H", "H", "H", "H", "H", "H", "H", "H", "H"],
  "coordinates": [[-4.01, -0.84, -0.29], [-1.43, -1.78, -0.15], [0.36, 1.72, 0.41], [-1.83, 0.50, 0.01], [-2.83, 1.35, 0.23], [-3.99, 0.94, 0.07], [3.12, -1.17, 0.15], [2.12, -0.03, 0.25], [2.50, -0.50, -1.11], [-2.29, -0.77, -0.16], [1.39, 0.77, 0.95], [1.61, -0.92, -1.67], [1.67, 1.08, 1.96], [0.68, 1.86, -0.55], [4.14, -1.05, 0.33], [0.41, 2.51, 1.10], [2.65, -2.21, 0.25], [-0.80, 1.30, 0.18], [-4.81, 1.53, 0.28], [3.32, -0.03, -1.70], [-0.34, -1.60, -0.08], [-1.65, -2.67, -0.46]],
  "total_charge": 1,
  "gap_ev": 10.37,
  "spin_multiplicity": 1,
  "energy_ev": -23186.067
}

# 4
{
  "formula": "C11H20N4",
  "method": "ωB97M-V with the def2-TZVPD basis set",
  "elements": ["N", "N", "N", "N", "C", "C", "C", "C", "C", "C", "C", "C", "C", "C", "C", "H", "H", "H", "H", "H", "H", "H", "H", "H", "H", "H", "H", "H", "H", "H", "H", "H", "H", "H", "H"],
  "coordinates": [[0.71, 1.72, 0.20], [-0.65, -0.54, -1.16], [-2.14, 1.91, -0.59], [0.52, -2.10, -0.05], [1.55, -2.77, 0.78], [1.33, 0.40, -0.12], [0.32, 2.51, -0.95], [-0.36, 1.71, 1.20], [-1.37, -1.77, -1.18], [-0.60, -2.69, -0.48], [-0.20, 0.70, 2.33], [2.89, -2.92, 0.09], [-1.83, 1.43, 0.76], [-1.18, 2.97, -1.01], [0.43, -0.77, -0.46], [1.79, 0.03, 0.86], [2.85, -3.50, -0.85], [1.10, -3.73, 1.15], [-2.46, 1.89, 1.50], [-0.69, -3.79, -0.28], [-1.88, 1.13, -1.19], [-0.99, 0.77, 3.02], [3.65, -3.36, 0.75], [-2.27, -1.81, -1.78], [0.93, 3.40, -1.03], [0.58, 1.96, -1.87], [2.12, 0.47, -0.87], [-0.32, -0.28, 1.94], [1.73, -2.19, 1.65], [0.71, 0.82, 2.85], [-1.39, 3.92, -0.40], [3.25, -1.86, -0.16], [-1.29, 3.29, -2.07], [-0.32, 2.73, 1.58], [-1.94, 0.36, 0.70]],
  "total_charge": 0,
  "gap_ev": 8.31,
  "spin_multiplicity": 1,
  "energy_ev": -17690.423,
  "smiles": "CCn1ccnc1CN1CCNC[C@H]1C"
}

# 5
{
  "formula": "C40H80N4O16P4",
  "method": "ωB97M-V with the def2-TZVPD basis set",
  "elements": ["P", "P", "P", "P", "O", "O", "O", "O", "O", "O", "O", "O", "O", "O", "O", "O", "O", "O", "O", "O", "N", "N", "N", "N", "C", "C", "C", "C", "C", "C", "C", "C", "C", "C", "C", "C", "C", "C", "C", "C", "C", "C", "C", "C", "C", "C", "C", "C", "C", "C", "C", "C", "C", "C", "C", "C", "C", "C", "C", "C", "C", "C", "C", "C", "H", "H", "H", "H", "H", "H", "H", "H", "H", "H", "H", "H", "H", "H", "H", "H", "H", "H", "H", "H", "H", "H", "H", "H", "H", "H", "H", "H", "H", "H", "H", "H", "H", "H", "H", "H", "H", "H", "H", "H", "H", "H", "H", "H", "H", "H", "H", "H", "H", "H", "H", "H", "H", "H", "H", "H", "H", "H", "H", "H", "H", "H", "H", "H", "H", "H", "H", "H", "H", "H", "H", "H", "H", "H", "H", "H", "H", "H", "H", "H"],
  "coordinates": [[1.50, 4.91, -0.05], [-3.43, -7.07, 1.41], [6.61, 2.46, 2.14], [-6.93, 0.48, -1.18], [0.99, 3.54, -0.22], [6.34, 3.70, 1.39], [-7.56, -0.90, -0.60], [5.84, 2.28, 3.51], [-3.78, -6.03, 2.38], [-2.89, -8.46, 2.01], [6.20, 1.13, 1.35], [8.16, 2.27, 2.41], [-7.55, 0.52, -2.65], [0.48, 6.11, -0.23], [-2.21, -6.79, 0.46], [-5.40, 0.08, -1.45], [-7.10, 1.66, -0.36], [2.23, 5.16, 1.33], [2.57, 5.33, -1.15], [-4.61, -7.49, 0.42], [0.68, 1.39, -4.09], [4.77, -4.21, 1.50], [-2.60, 2.74, 2.24], [0.66, 0.68, -0.50], [4.36, 4.95, -2.70], [8.69, 2.24, 4.79], [3.59, 4.40, -1.52], [5.04, -2.89, 1.26], [2.04, 1.22, -4.05], [-0.37, 7.53, -2.02], [2.66, 6.48, 1.69], [-7.28, -1.18, 0.77], [-0.03, -0.25, -1.21], [5.18, 3.35, 4.24], [-5.06, -1.06, -2.22], [-0.37, 6.17, -1.38], [-0.71, -5.51, -0.96], [-7.05, -2.69, 0.91], [-2.13, 2.98, 0.99], [0.46, -1.50, -0.87], [1.54, -1.29, 0.03], [5.59, -4.99, 0.71], [1.59, 3.36, -4.57], [5.39, 1.01, -0.89], [-3.00, 3.76, 0.29], [6.33, -4.13, -0.08], [2.63, 2.41, -4.37], [-3.74, 3.49, 2.40], [5.00, 1.09, 0.58], [-3.59, -1.40, -2.01], [8.64, 1.44, 3.46], [4.13, 6.69, 1.42], [-4.03, 4.15, 1.23], [0.41, 2.71, -4.37], [6.07, -2.83, 0.34], [-3.54, -10.69, 2.60], [3.76, 3.53, 3.76], [-3.68, -9.20, 2.93], [1.62, 0.06, 0.24], [-5.82, -9.13, -0.87], [-2.05, -5.58, -0.32], [-9.28, 0.96, -4.25], [-8.95, 0.86, -2.78], [-4.44, -8.58, -0.50], [-6.37, -8.57, -1.63], [0.11, -5.50, -0.24], [3.45, 4.42, 4.32], [-3.37, -9.08, 3.97], [-2.51, -10.99, 2.79], [-5.64, -1.91, -1.85], [-2.92, 4.06, -0.74], [9.64, 1.08, 3.26], [4.64, 7.50, 1.94], [-9.13, 0.04, -4.82], [-8.20, -1.02, 1.35], [-3.47, -1.87, -1.03], [-7.31, -3.17, 1.84], [-3.06, -0.44, -1.94], [0.58, 1.69, -0.52], [-2.37, -4.73, 0.28], [-9.64, 0.23, -2.20], [0.62, 7.86, -2.37], [-2.81, -5.72, -1.10], [7.04, -4.49, -0.81], [5.56, -6.06, 0.81], [4.01, -4.59, 2.03], [4.74, 5.95, -2.48], [8.01, 1.89, 5.57], [4.49, 0.15, 0.83], [-5.28, -1.02, -3.29], [-0.59, 3.10, -4.41], [2.47, 0.30, -3.70], [-8.65, 1.78, -4.57], [3.67, 2.67, -4.30], [8.04, 0.54, 3.60], [-1.39, 5.91, -1.08], [6.23, 0.34, -1.06], [-3.92, -10.86, 1.59], [5.82, 4.23, 4.22], [5.75, 1.99, -1.20], [-7.49, -3.24, 0.07], [4.58, 0.63, -1.52], [-0.54, 8.30, -1.27], [-10.35, 1.13, -4.38], [0.07, -2.40, -1.31], [-3.92, -9.40, -0.02], [-4.86, 4.75, 0.89], [-9.02, 1.85, -2.32], [4.58, -2.07, 1.79], [-4.23, 3.50, 3.36], [2.44, 6.57, 2.76], [-1.16, 2.61, 0.68], [1.73, 4.41, -4.77], [5.22, 4.29, -2.87], [3.18, 3.44, -1.85], [-6.52, -0.58, 1.24], [2.11, 7.28, 1.21], [-4.72, -8.89, 2.83], [-6.51, -9.22, -0.04], [9.69, 2.26, 5.22], [5.21, 3.00, 5.27], [3.76, 3.78, 2.70], [8.38, 3.26, 4.59], [3.75, 4.97, -3.60], [4.73, 5.85, 1.81], [-3.90, -8.22, -1.37], [4.28, 4.24, -0.68], [4.38, 6.79, 0.36], [-3.23, -2.10, -2.75], [-4.14, -11.40, 3.17], [4.29, 1.89, 0.80], [3.07, 2.76, 4.10], [-0.60, -4.55, -1.47], [-2.10, 2.40, 3.04], [-5.64, -10.12, -1.30], [-0.46, -6.35, -1.60], [-1.09, 7.64, -2.83], [2.28, 0.58, 0.92], [0.08, 0.63, -3.83], [-0.08, 5.36, -2.06], [-0.78, 0.01, -1.93], [-5.99, -2.88, 0.68], [2.18, -2.06, 0.45], [6.54, -1.91, 0.02]],
  "total_charge": 0,
  "gap_ev": 8.43,
  "spin_multiplicity": 1,
  "energy_ev": -118662.858,
  "smiles": "CCOP(=O)(OCC)OCC.CCOP(=O)(OCC)OCC.CCOP(=O)(OCC)OCC.CCOP(=O)(OCC)OCC.c1cc[nH]c1.c1cc[nH]c1.c1cc[nH]c1.c1cc[nH]c1"
}

# 6
{
  "formula": "C24H41ClO17S",
  "method": "ωB97M-V with the def2-TZVPD basis set",
  "elements": ["Cl", "S", "O", "O", "O", "O", "O", "O", "O", "O", "O", "O", "O", "O", "O", "O", "O", "O", "O", "C", "C", "C", "C", "C", "C", "C", "C", "C", "C", "C", "C", "C", "C", "C", "C", "C", "C", "C", "C", "C", "C", "C", "C", "H", "H", "H", "H", "H", "H", "H", "H", "H", "H", "H", "H", "H", "H", "H", "H", "H", "H", "H", "H", "H", "H", "H", "H", "H", "H", "H", "H", "H", "H", "H", "H", "H", "H", "H", "H", "H", "H", "H", "H", "H"],
  "coordinates": [[-3.57, 4.83, -2.01], [-2.45, 1.20, 1.43], [-1.98, -5.06, 0.35], [4.11, 4.87, -3.51], [3.79, 1.32, 4.61], [6.22, 5.28, -3.71], [-0.21, 2.73, -2.99], [4.91, 0.10, 3.08], [-5.40, -6.67, 1.75], [-1.03, -3.11, 0.98], [-4.95, -8.59, 0.64], [-1.78, 1.04, 2.68], [0.26, -4.76, 0.46], [-3.83, 0.82, 1.43], [-1.69, 0.39, 0.27], [-6.24, -8.51, 2.50], [5.33, 3.60, -4.93], [-2.19, 2.67, 0.86], [5.90, 1.68, 4.35], [-0.70, 0.66, -1.86], [1.76, 4.07, -0.63], [0.43, -6.11, 0.03], [7.49, 4.98, -4.30], [5.23, 4.49, -4.13], [2.95, 4.11, -3.87], [-2.34, -2.55, 1.15], [-4.26, 3.31, -1.35], [2.52, 2.89, -0.25], [0.34, 1.65, 0.33], [-1.01, -4.37, 0.57], [-0.21, 1.53, -2.99], [-5.48, -7.98, 1.54], [-5.01, 3.55, -0.04], [-3.23, 2.19, -1.33], [-0.90, 1.38, -0.53], [1.15, 5.08, -0.81], [4.87, 0.95, 3.93], [-4.60, -5.96, 0.79], [-6.41, -9.93, 2.39], [1.71, 1.58, -0.38], [7.14, 1.39, 3.70], [-1.94, 2.50, -0.57], [2.60, 0.61, 4.26], [3.36, 2.79, -0.95], [0.18, 0.99, -3.87], [7.45, 5.11, -5.38], [0.35, 0.92, 1.14], [-5.01, 3.01, -2.08], [1.80, 1.00, 4.87], [-1.57, 3.44, -0.98], [2.74, 4.21, -4.93], [-1.62, 0.19, -2.19], [2.31, 0.81, 0.10], [0.01, -0.15, -1.71], [-0.01, -6.26, -0.96], [-2.93, 2.04, -2.38], [-2.89, -2.56, 0.21], [0.28, 2.62, 0.82], [7.07, 1.58, 2.63], [-5.45, -10.43, 2.47], [8.20, 5.68, -3.87], [2.97, 3.00, 0.74], [3.09, 3.06, -3.61], [-5.76, 2.77, 0.12], [2.12, 4.51, -3.30], [-5.59, 4.47, -0.16], [-3.58, -6.32, 0.80], [2.72, -0.45, 4.47], [-0.02, -6.80, 0.74], [7.80, 3.96, -4.05], [-5.03, -6.07, -0.21], [-7.04, -10.22, 3.22], [-2.89, -3.10, 1.92], [7.43, 0.35, 3.87], [-3.68, 1.25, -1.02], [7.88, 2.05, 4.13], [1.50, -6.29, -0.03], [0.71, 6.05, -0.94], [-4.62, -4.92, 1.07], [-4.37, 3.69, 0.82], [-6.90, -10.19, 1.46], [2.36, 0.76, 3.21], [-2.19, -1.53, 1.47], [1.66, 1.35, -1.44]],
  "total_charge": 0,
  "gap_ev": 10.55,
  "spin_multiplicity": 1,
  "energy_ev": -83715.583,
  "smiles": "C#CCCC[C@@]1(CC=O)OS(=O)(=O)O[C@@H]1C[C@@H](C)Cl.COC(=O)OC.COC(=O)OC.COC(=O)OC.COC(=O)OC"
}